Molecular formula: C26H38BrN7O3P2
Method: DFT, the ωB97M-V functional and the def2-TZVPD basis

Geometry as XYZ:
```
77
Properties=species:S:1:pos:R:3:mulliken_charge:R:1
N 5.349 4.957 -1.250 -0.6433
C 5.319 4.301 -2.583 -0.3406
C 4.971 2.781 -2.424 -0.6921
P 3.143 2.369 -2.323 0.0418
Br 2.819 1.558 -0.210 -0.1486
P 1.881 4.144 -2.481 0.8175
O 2.368 5.377 -1.749 -0.6506
O 1.511 4.500 -4.074 -0.5265
O 0.406 3.709 -1.793 -0.3679
H 4.794 4.383 -0.616 0.2242
H 4.893 5.864 -1.330 0.3039
H 6.377 4.344 -2.959 0.3512
H 4.703 4.844 -3.335 0.2208
H 5.445 2.437 -1.468 0.4070
H 5.465 2.179 -3.225 0.3946
H 1.796 5.411 -4.234 0.3496
H 0.463 4.026 -0.880 0.3007
N 6.518 -1.900 -3.693 0.0222
C 5.222 -1.498 -3.515 -0.9407
C 5.148 -0.836 -2.316 -0.0572
C 6.449 -0.833 -1.753 -0.5274
C 7.274 -1.495 -2.626 -0.4944
H 6.862 -2.413 -4.484 0.1827
H 4.468 -1.719 -4.253 0.4073
H 4.257 -0.400 -1.892 0.6132
H 6.748 -0.396 -0.813 0.3976
H 8.328 -1.713 -2.581 0.4127
N 2.294 -1.790 1.275 0.2819
C 2.243 -1.909 2.638 -0.5139
C 1.840 -3.187 2.933 -0.7355
C 1.647 -3.866 1.704 -0.4409
C 1.936 -2.979 0.699 -0.6416
H 2.552 -0.958 0.774 0.0933
H 2.493 -1.077 3.276 0.4002
H 1.699 -3.588 3.924 0.5655
H 1.329 -4.888 1.571 0.4217
H 1.916 -3.090 -0.373 0.4869
N -2.826 -3.510 3.720 0.1019
C -1.487 -3.291 3.883 -0.4746
C -1.097 -3.906 5.046 -0.3016
C -2.247 -4.523 5.603 -0.8364
C -3.298 -4.263 4.760 -0.2563
H -3.377 -3.169 2.951 0.2491
H -0.930 -2.718 3.159 0.4229
H -0.098 -3.914 5.450 0.3507
H -2.298 -5.093 6.517 0.3761
H -4.337 -4.547 4.811 0.3710
N -2.313 -0.994 -2.193 0.1832
C -2.260 -2.305 -1.800 -1.0564
C -1.262 -2.425 -0.865 -0.2170
C -0.695 -1.137 -0.684 0.2126
C -1.366 -0.274 -1.515 -1.4035
H -2.948 -0.619 -2.873 0.1935
H -2.933 -3.036 -2.218 0.3926
H -0.971 -3.336 -0.366 0.5576
H 0.112 -0.873 -0.020 0.4921
H -1.251 0.785 -1.682 0.6436
N -5.969 -0.440 0.883 0.1590
C -6.901 -0.953 1.746 -0.3781
C -6.553 -2.251 2.019 -0.7819
C -5.364 -2.529 1.297 -0.4774
C -5.026 -1.392 0.608 -0.3886
H -5.974 0.490 0.510 0.1806
H -7.727 -0.353 2.089 0.3820
H -7.091 -2.925 2.666 0.3886
H -4.815 -3.458 1.283 0.7104
H -4.199 -1.180 -0.053 0.2716
N -5.583 3.684 0.219 0.0799
C -4.410 2.987 0.104 -0.3919
C -3.382 3.894 0.075 -0.2239
C -3.956 5.186 0.182 -0.5913
C -5.315 5.025 0.271 -0.4232
H -6.499 3.276 0.259 0.1764
H -4.406 1.910 0.052 0.1071
H -2.334 3.655 -0.012 0.4639
H -3.432 6.128 0.192 0.3847
H -6.110 5.745 0.366 0.3760
```

Calculated values
* molecular weight: 638.49 g/mol
* net charge: 0
* SMILES: NCCP(Br)P(=O)(O)O.c1cc[nH]c1.c1cc[nH]c1.c1cc[nH]c1.c1cc[nH]c1.c1cc[nH]c1.c1cc[nH]c1
* strongest force on any atom: 4.48 eV/Å
* lowest unoccupied orbital energy: -0.86 eV
* HOMO: -0.2857 Ha